{"formula": "C26H27N4O3STi", "method": "the ωB97M-V functional and the def2-TZVPD basis", "s2": 0.753, "total_charge": 2, "multiplicity": 2, "orbital_gap_ev": [7.55, 7.83], "max_force_ev_per_a": 0.92, "symbols": ["Ti", "O", "S", "O", "N", "C", "C", "C", "C", "C", "C", "C", "C", "N", "C", "C", "C", "C", "C", "C", "C", "H", "H", "H", "H", "H", "H", "H", "H", "H", "H", "H", "O", "C", "C", "C", "C", "C", "C", "C", "C", "N", "H", "H", "H", "H", "H", "H", "H", "H", "H", "H", "H", "C", "C", "C", "N", "H", "H", "H", "H", "H"], "coordinates": [[0.5981, -0.1621, 0.4497], [2.7476, -2.4747, -0.1253], [2.7482, -1.1415, -0.6440], [1.5231, -0.7716, -1.4268], [2.6558, -0.0885, 0.5983], [3.1665, 1.2320, 0.3727], [4.4810, 1.5673, 0.5501], [4.9233, 2.8887, 0.3161], [4.0495, 3.8564, -0.0888], [2.6804, 3.5437, -0.2688], [1.7220, 4.4691, -0.7331], [0.4300, 4.0663, -0.9431], [0.0759, 2.7457, -0.6480], [0.9292, 1.8576, -0.1630], [2.2440, 2.2318, -0.0138], [4.1589, -0.8309, -1.6014], [4.0117, -0.2255, -2.8428], [5.1473, 0.0025, -3.6066], [6.3921, -0.3698, -3.1205], [6.5186, -0.9814, -1.8770], [5.3977, -1.2259, -1.1049], [5.1833, 0.8097, 0.8681], [5.9689, 3.1244, 0.4582], [4.3885, 4.8663, -0.2786], [2.0229, 5.4894, -0.9378], [-0.3198, 4.7420, -1.3270], [-0.9347, 2.4019, -0.8170], [3.0306, 0.0522, -3.2022], [5.0567, 0.4630, -4.5805], [7.2753, -0.1942, -3.7200], [7.4930, -1.2817, -1.5168], [5.4796, -1.7287, -0.1496], [-1.5003, 0.2253, -0.0188], [-2.3817, 1.0076, 0.8459], [-3.0470, 0.1510, 1.8985], [-2.0854, -0.7703, 2.6584], [-0.9249, -0.0667, 3.3050], [-1.0000, 0.2799, 4.6456], [0.0498, 0.9405, 5.2586], [1.1727, 1.2493, 4.5084], [1.1947, 0.8775, 3.1826], [0.1746, 0.2376, 2.5735], [-2.0089, -0.4312, -0.5144], [-3.1109, 1.5167, 0.2166], [-1.7309, 1.7574, 1.2937], [-3.8327, -0.4597, 1.4478], [-3.5511, 0.8309, 2.5905], [-1.7220, -1.5509, 1.9960], [-2.6489, -1.2769, 3.4415], [-1.8883, 0.0172, 5.2036], [-0.0066, 1.2055, 6.3060], [2.0238, 1.7606, 4.9334], [2.0594, 1.1054, 2.5764], [1.1812, -5.4037, 0.7806], [-0.1362, -4.8284, 0.2475], [-0.1699, -3.3772, 0.3638], [-0.1780, -2.2318, 0.4356], [1.1535, -6.4846, 0.6636], [1.3091, -5.1756, 1.8368], [2.0296, -5.0078, 0.2280], [-1.0028, -5.2178, 0.7861], [-0.2845, -5.0543, -0.8111]], "atomic_forces_ev_per_a": [[-0.9, 0.2, 0.0], [0.1, 0.0, 0.0], [0.5, 0.1, 0.1], [-0.3, -0.1, 0.3], [-0.2, -0.1, -0.2], [0.0, -0.1, 0.2], [0.0, 0.1, 0.0], [0.0, -0.1, 0.0], [0.0, 0.0, 0.0], [0.0, 0.0, 0.0], [0.0, 0.0, 0.0], [0.0, 0.0, 0.0], [0.0, 0.0, 0.1], [0.3, 0.1, -0.1], [0.0, -0.1, -0.1], [-0.1, 0.0, -0.3], [0.1, 0.1, 0.0], [0.0, 0.0, 0.0], [0.0, 0.0, 0.0], [0.0, 0.0, 0.0], [0.0, -0.1, 0.0], [0.0, 0.0, 0.0], [0.0, 0.0, 0.0], [0.0, 0.0, 0.0], [0.0, 0.0, 0.0], [0.0, 0.0, 0.0], [0.0, 0.0, 0.0], [0.0, 0.0, 0.0], [0.0, 0.0, 0.0], [0.0, 0.0, 0.0], [0.0, 0.0, 0.0], [0.0, 0.0, 0.0], [0.2, -0.1, 0.0], [0.1, 0.0, 0.0], [-0.1, 0.0, 0.0], [0.0, 0.0, 0.0], [0.0, 0.1, 0.0], [0.0, 0.0, 0.0], [0.0, 0.0, 0.0], [0.0, 0.0, -0.1], [0.0, 0.1, 0.0], [-0.1, -0.1, -0.1], [0.0, 0.1, 0.0], [0.0, 0.0, 0.0], [0.0, 0.0, 0.0], [0.0, 0.0, 0.0], [0.0, 0.0, 0.0], [0.0, 0.0, 0.0], [0.0, 0.0, 0.0], [0.0, 0.0, 0.0], [0.0, 0.0, 0.0], [0.0, 0.0, 0.0], [0.0, -0.1, 0.0], [0.0, -0.1, 0.0], [-0.1, 0.1, 0.0], [0.0, 0.0, -0.1], [0.4, 0.0, 0.2], [0.0, 0.0, 0.0], [0.0, 0.0, 0.0], [0.0, 0.0, 0.0], [0.0, 0.0, 0.0], [0.0, 0.0, 0.0]]}

{"formula": "C26H27N5O3", "method": "the ωB97M-V functional and the def2-TZVPD basis", "orbital_gap_ev": 7.59, "smiles": "[H]/N=c1/c(C(=O)NCc2ccc(C)cc2)cc2c(=O)n3cccc(C)c3nc2n1C[C@H]1CCCO1", "max_force_ev_per_a": 1.13, "symbols": ["H", "N", "C", "C", "C", "O", "N", "C", "C", "C", "C", "C", "C", "C", "C", "C", "C", "C", "O", "N", "C", "C", "C", "C", "C", "C", "N", "C", "N", "C", "C", "C", "C", "C", "O", "H", "H", "H", "H", "H", "H", "H", "H", "H", "H", "H", "H", "H", "H", "H", "H", "H", "H", "H", "H", "H", "H", "H", "H", "H", "H"], "coordinates": [[1.0874, 1.5772, -1.8021], [1.4940, 0.8854, -1.1869], [1.0166, 0.7855, -0.0069], [1.5596, -0.1968, 0.9171], [2.5835, -1.2260, 0.5311], [2.8291, -2.1622, 1.2750], [3.2025, -1.0265, -0.6430], [4.1086, -1.9940, -1.2079], [3.5882, -2.5833, -2.4933], [4.4593, -2.9285, -3.5178], [3.9835, -3.4818, -4.6918], [2.6239, -3.6988, -4.8777], [2.1159, -4.3158, -6.1459], [1.7550, -3.3505, -3.8521], [2.2292, -2.8023, -2.6748], [1.1130, -0.2560, 2.1992], [0.1222, 0.6310, 2.6774], [-0.3211, 0.5908, 4.0379], [0.0881, -0.1276, 4.9242], [-1.3824, 1.5217, 4.3303], [-1.8871, 1.5274, 5.5947], [-2.8998, 2.3571, 5.9428], [-3.4480, 3.2250, 4.9738], [-2.9528, 3.2427, 3.7027], [-3.4877, 4.1144, 2.6181], [-1.8729, 2.3695, 3.3639], [-1.4085, 2.3989, 2.1407], [-0.4492, 1.5399, 1.7792], [-0.0445, 1.5718, 0.4796], [-0.7856, 2.4494, -0.4071], [-2.0441, 1.7963, -1.0285], [-1.8376, 0.3762, -1.5734], [-2.2653, -0.5041, -0.3998], [-3.3416, 0.3513, 0.2712], [-3.0871, 1.7037, -0.0730], [2.8411, -0.2687, -1.2220], [4.2314, -2.7837, -0.4565], [5.0852, -1.5274, -1.3821], [5.5206, -2.7644, -3.3941], [4.6764, -3.7460, -5.4783], [1.0680, -4.0724, -6.3051], [2.2075, -5.4014, -6.0949], [2.6926, -3.9720, -7.0021], [0.6932, -3.5126, -3.9758], [1.5392, -2.5426, -1.8851], [1.5204, -0.9995, 2.8687], [-1.4153, 0.8241, 6.2653], [-3.2858, 2.3468, 6.9482], [-4.2676, 3.8730, 5.2451], [-3.6457, 3.5191, 1.7205], [-4.4157, 4.5890, 2.9233], [-2.7586, 4.8841, 2.3697], [-0.1346, 2.8120, -1.2044], [-1.1249, 3.2995, 0.1869], [-2.3872, 2.4839, -1.8139], [-2.5031, 0.2153, -2.4226], [-0.8160, 0.1868, -1.8914], [-1.4308, -0.6824, 0.2785], [-2.6556, -1.4669, -0.7217], [-4.3421, 0.0863, -0.0954], [-3.3369, 0.2592, 1.3621]], "atomic_forces_ev_per_a": [[-0.1, 0.0, 0.2], [0.0, 0.3, -0.6], [0.0, 0.2, 0.1], [-0.3, -0.2, 0.8], [0.2, 0.1, -0.1], [0.0, -0.2, 0.3], [0.2, -0.1, -0.2], [0.2, -0.2, 0.3], [0.0, 0.1, 0.0], [0.0, 0.0, 0.1], [-0.1, 0.0, 0.0], [0.0, 0.0, 0.0], [0.0, -0.1, 0.0], [0.0, 0.0, 0.0], [0.1, 0.0, 0.0], [0.2, 0.0, -0.4], [-0.2, 0.3, -0.3], [0.3, -0.2, -0.1], [0.0, 0.0, 0.0], [-0.2, 0.3, -0.3], [-0.3, 0.0, 0.8], [0.3, -0.3, 0.0], [0.2, 0.0, -0.4], [-0.3, 0.1, 0.4], [0.0, 0.0, 0.0], [0.1, -0.1, 0.1], [0.1, 0.1, -0.3], [0.0, -0.3, 1.1], [0.1, 0.0, -0.1], [-0.6, 0.2, -0.5], [0.4, 0.3, -0.2], [-0.1, 0.1, 0.1], [-0.1, 0.1, 0.1], [-0.3, -0.3, 0.0], [0.0, 0.1, -0.1], [0.0, 0.0, 0.1], [0.1, 0.2, -0.1], [-0.1, -0.1, 0.0], [0.1, 0.0, 0.0], [0.1, 0.0, -0.1], [-0.1, 0.0, -0.1], [0.0, -0.1, -0.1], [0.0, 0.0, -0.1], [-0.1, 0.0, 0.0], [-0.1, 0.1, 0.1], [0.1, -0.1, 0.0], [0.0, 0.0, -0.1], [0.0, -0.1, 0.1], [-0.1, 0.1, 0.0], [-0.1, 0.0, -0.1], [-0.1, 0.0, 0.0], [0.0, 0.1, -0.1], [0.0, 0.0, 0.1], [0.1, 0.0, -0.2], [0.1, -0.1, 0.1], [0.0, 0.0, 0.0], [0.0, 0.0, -0.1], [0.0, 0.0, 0.0], [0.0, 0.0, 0.0], [0.1, 0.0, 0.1], [0.0, 0.0, 0.0]]}

{"formula": "C26H27NOS2", "method": "the ωB97M-V functional and the def2-TZVPD basis", "orbital_gap_ev": 6.17, "smiles": "CCOC(=S)S[C@@H](/C=C/N(Cc1ccccc1)Cc1ccccc1)c1ccccc1", "max_force_ev_per_a": 2.10, "symbols": ["C", "C", "O", "C", "S", "S", "C", "C", "C", "N", "C", "C", "C", "C", "C", "C", "C", "C", "C", "C", "C", "C", "C", "C", "C", "C", "C", "C", "C", "C", "H", "H", "H", "H", "H", "H", "H", "H", "H", "H", "H", "H", "H", "H", "H", "H", "H", "H", "H", "H", "H", "H", "H", "H", "H", "H", "H"], "coordinates": [[3.8742, 4.3210, 1.8456], [3.7942, 2.8953, 2.3452], [2.5221, 2.2794, 1.9941], [2.3570, 1.0141, 2.4699], [3.5875, 0.2828, 3.3343], [0.8875, 0.1785, 2.2883], [-1.1999, 0.0394, 1.4575], [-0.8873, -0.6602, 0.2383], [0.1642, -0.3095, -0.5730], [0.1924, -0.5626, -1.8938], [-0.9158, -1.2601, -2.5547], [-1.1189, -2.6978, -2.1360], [-0.0239, -3.5296, -1.8889], [-0.2240, -4.8201, -1.3859], [-1.5270, -5.2929, -1.1666], [-2.6259, -4.4884, -1.4969], [-2.4211, -3.1997, -1.9951], [1.2472, 0.0295, -2.7197], [1.4301, 1.5159, -2.5230], [0.3615, 2.3591, -2.2022], [0.5880, 3.7248, -1.9894], [1.8801, 4.2497, -2.1173], [2.9417, 3.4087, -2.4753], [2.7121, 2.0487, -2.6845], [-2.2310, -0.5605, 2.3442], [-2.6552, -1.9000, 2.1979], [-3.8011, -2.3646, 2.8622], [-4.4592, -1.5416, 3.7839], [-3.9630, -0.2584, 4.0421], [-2.8525, 0.2195, 3.3327], [4.9107, 4.6538, 1.9790], [3.6365, 4.4327, 0.7840], [3.2653, 4.9999, 2.4507], [4.6266, 2.3207, 1.9033], [3.9416, 2.9081, 3.4412], [-1.2575, 1.1400, 1.3858], [-1.5504, -1.4673, -0.0803], [1.0113, 0.2850, -0.1913], [-1.8481, -0.7029, -2.3860], [-0.7213, -1.2335, -3.6346], [0.9867, -3.1628, -2.0792], [0.6347, -5.4587, -1.1691], [-1.6874, -6.2949, -0.7602], [-3.6455, -4.8667, -1.3739], [-3.2672, -2.5649, -2.2678], [1.0185, -0.2057, -3.7645], [2.1901, -0.4757, -2.4626], [-0.6520, 1.9595, -2.1112], [-0.2430, 4.3830, -1.7258], [2.0659, 5.3132, -1.9536], [3.9509, 3.8070, -2.5994], [3.5239, 1.3772, -2.9723], [-2.1139, -2.5886, 1.5400], [-4.1848, -3.3678, 2.6588], [-5.3062, -1.9187, 4.3476], [-4.4506, 0.3860, 4.7791], [-2.4685, 1.2216, 3.5287]], "atomic_forces_ev_per_a": [[-0.1, 0.3, 0.0], [0.5, 0.3, -0.1], [0.2, -0.4, 0.4], [1.3, 1.6, 0.6], [-0.7, -0.4, -0.4], [0.0, -1.7, 1.0], [-0.3, 1.2, -0.8], [0.2, 0.0, -0.2], [-0.6, 0.3, -0.1], [-0.1, -0.4, -0.7], [0.1, 0.4, -0.3], [-0.1, -0.4, 0.1], [-0.3, -0.2, 0.2], [-0.3, 0.1, -0.1], [0.1, 0.2, -0.1], [0.2, -0.1, -0.1], [0.4, -0.1, 0.2], [0.2, -0.6, 0.3], [0.0, 0.3, -0.1], [0.2, 0.3, 0.0], [0.3, -0.1, -0.1], [0.0, -0.3, -0.1], [-0.2, 0.0, -0.1], [-0.2, 0.2, 0.2], [0.2, -0.4, 0.7], [-0.4, 0.0, 0.0], [0.3, 0.3, 0.0], [0.5, 0.2, -0.1], [0.3, 0.0, -0.2], [-0.4, -0.1, -0.1], [-0.1, -0.1, 0.0], [-0.1, -0.1, 0.1], [-0.1, -0.1, -0.3], [-0.5, 0.0, 0.2], [-0.3, -0.3, -0.5], [-0.1, -0.8, 0.2], [0.2, 0.4, 0.2], [-0.6, -0.3, -0.1], [0.1, 0.0, 0.1], [0.0, 0.1, 0.2], [-0.3, -0.1, 0.2], [-0.3, 0.2, -0.1], [0.1, 0.4, -0.1], [0.4, 0.1, 0.0], [0.2, -0.2, 0.2], [0.1, 0.1, 0.2], [0.0, 0.2, -0.3], [0.3, 0.1, 0.1], [0.3, -0.2, -0.1], [-0.1, -0.3, 0.0], [-0.3, -0.1, 0.1], [-0.1, 0.2, 0.2], [-0.3, 0.4, 0.2], [0.3, 0.3, 0.1], [0.0, 0.1, -0.2], [0.2, -0.3, -0.2], [-0.1, -0.2, -0.1]]}

{"formula": "C26H28AuBIN10", "method": "the ωB97M-V functional and the def2-TZVPD basis", "s2": 0.760, "multiplicity": 2, "orbital_gap_ev": [6.41, 6.74], "max_force_ev_per_a": 0.58, "symbols": ["Au", "C", "C", "C", "C", "N", "N", "B", "N", "C", "C", "C", "C", "N", "N", "C", "C", "C", "C", "N", "N", "C", "C", "C", "C", "N", "H", "H", "H", "H", "H", "H", "H", "H", "H", "H", "H", "H", "H", "H", "H", "H", "H", "H", "H", "H", "I", "C", "C", "N", "N", "C", "H", "H", "H", "C", "C", "C", "C", "C", "C", "C", "H", "H", "H", "H", "H"], "coordinates": [[1.0569, 0.6015, -0.2109], [-1.0198, 0.8857, -2.8890], [-1.6467, 1.2184, -1.5776], [-2.9715, 1.5366, -1.2791], [-2.9984, 1.6966, 0.0916], [-1.7640, 1.5171, 0.5751], [-0.9345, 1.2071, -0.4516], [-1.3345, 1.2894, 2.0540], [-0.9919, -0.1869, 2.2002], [-0.0703, -0.7590, 3.0084], [-0.3332, -2.1052, 3.0500], [-1.4827, -2.2674, 2.2424], [-2.2509, -3.5193, 1.9652], [-1.8657, -1.1090, 1.7371], [-0.0994, 2.1341, 2.4472], [0.1419, 2.6805, 3.6535], [1.4008, 3.2380, 3.6262], [1.8753, 2.9867, 2.3282], [3.1686, 3.3824, 1.6959], [0.9575, 2.3294, 1.6292], [-2.4725, 1.7128, 2.9861], [-3.1362, 2.8909, 3.0267], [-3.8711, 2.9214, 4.1855], [-3.5743, 1.6963, 4.8227], [-4.0747, 1.1816, 6.1338], [-2.7259, 0.9850, 4.0982], [-1.7005, 1.1168, -3.7062], [-0.7683, -0.1758, -2.9320], [-0.0982, 1.4501, -3.0339], [-3.7976, 1.6174, -1.9637], [-3.8248, 1.8941, 0.7517], [0.6857, -0.1645, 3.4968], [0.2001, -2.8628, 3.6011], [-1.8927, -4.3375, 2.5904], [-2.1542, -3.8268, 0.9238], [-3.3102, -3.3677, 2.1726], [-0.5926, 2.6190, 4.4409], [1.9020, 3.7592, 4.4243], [4.0178, 3.1085, 2.3233], [3.2149, 4.4598, 1.5289], [3.2748, 2.8867, 0.7306], [-3.0266, 3.6284, 2.2467], [-4.5308, 3.7035, 4.5231], [-5.0457, 1.6129, 6.3765], [-3.3879, 1.4308, 6.9450], [-4.1730, 0.0978, 6.0998], [-1.3778, -6.3355, -1.3803], [-0.3351, -4.6166, -0.9304], [0.6901, -4.4780, -0.0273], [1.0324, -3.1747, -0.0604], [0.2961, -2.4587, -0.9091], [-0.5484, -3.3232, -1.4457], [1.1726, -5.1866, 0.6236], [1.7176, -2.7023, 0.5066], [-1.2834, -3.0010, -2.1653], [2.7582, -0.1404, -0.3515], [4.1185, -0.0512, -0.6961], [5.1053, -0.6255, 0.1287], [6.4399, -0.4917, -0.1986], [6.7962, 0.1673, -1.3708], [5.8348, 0.7180, -2.2120], [4.5003, 0.6302, -1.8692], [4.7980, -1.1487, 1.0249], [7.2062, -0.9099, 0.4397], [7.8433, 0.2533, -1.6329], [6.1360, 1.2274, -3.1172], [3.7281, 1.0706, -2.4863]], "atomic_forces_ev_per_a": [[0.1, 0.4, 0.4], [0.0, 0.0, 0.0], [0.0, 0.0, 0.0], [0.0, 0.0, 0.0], [0.0, 0.0, 0.0], [0.0, 0.0, 0.0], [-0.2, 0.0, 0.0], [0.0, 0.0, 0.0], [0.0, 0.0, 0.1], [0.0, 0.1, -0.1], [0.0, 0.0, 0.0], [0.0, 0.0, 0.0], [0.0, 0.0, 0.0], [0.0, 0.0, 0.0], [0.0, 0.2, 0.0], [0.0, -0.1, 0.0], [0.0, 0.0, 0.0], [0.0, 0.0, -0.1], [0.0, 0.0, 0.0], [-0.2, -0.4, 0.0], [0.1, -0.1, 0.0], [0.0, 0.1, 0.0], [0.0, 0.0, 0.0], [0.0, 0.0, 0.0], [0.0, 0.0, 0.0], [-0.1, 0.0, 0.0], [0.0, 0.0, 0.0], [0.0, 0.0, 0.0], [0.0, 0.0, 0.0], [0.0, 0.0, 0.0], [0.0, 0.0, 0.0], [0.0, 0.0, 0.0], [0.0, 0.0, 0.0], [0.0, 0.0, 0.0], [0.0, 0.0, 0.0], [0.0, 0.0, 0.0], [0.0, 0.0, 0.0], [0.0, 0.0, 0.0], [0.0, 0.0, 0.0], [0.0, 0.0, 0.0], [0.0, 0.0, 0.0], [0.0, 0.0, 0.0], [0.0, 0.0, 0.0], [0.0, 0.0, 0.0], [0.0, 0.0, 0.0], [0.0, 0.0, 0.0], [0.0, 0.0, 0.0], [-0.1, 0.0, 0.0], [0.0, 0.0, 0.0], [0.1, 0.0, 0.1], [-0.2, 0.0, -0.2], [0.1, 0.0, 0.0], [0.0, 0.0, 0.0], [-0.1, 0.1, 0.0], [0.0, 0.0, 0.0], [0.3, -0.1, 0.0], [0.1, -0.1, -0.1], [0.0, 0.0, 0.0], [0.0, 0.0, 0.0], [0.1, 0.0, 0.0], [0.0, 0.0, 0.0], [0.0, 0.0, 0.0], [0.0, 0.0, 0.0], [0.0, 0.0, 0.0], [0.0, 0.0, 0.0], [0.0, 0.0, 0.0], [0.0, 0.0, 0.0]]}

Record-wise E values, in eV: -73442.93285, -40995.03977, -52605.27937, -54785.63349